Version w
ORCA calculation (ωB97M-V with the def2-TZVPD basis set) on C3H6N4S in the gas phase.

XYZ file:
```
14
C3H6N4S (ωB97M-V with the def2-TZVPD basis set)
N 0.2641 -0.1126 0.9075
C -0.7327 0.0294 -1.2331
N 0.6334 0.4110 -1.7166
H 1.9236 -1.0588 0.7976
N 0.4000 0.2026 2.2508
S -2.4090 0.6264 0.8793
H 0.6194 0.1336 -2.6557
H -1.4573 0.6618 -1.8296
C -0.8732 0.1577 0.2054
H 0.1204 1.1639 2.3987
C 1.3709 -0.4802 0.0771
N 1.6227 -0.4770 -1.1448
H -1.0948 -0.9322 -1.6161
H -0.3874 -0.3255 2.6796
```

Output
2S+1	1
HOMO-LUMO gap	8.75	eV
E_LUMO	-0.13	eV
SMILES string	NN1C=NNCC1=S
E_HOMO	-8.8861	eV

***

Version x
ORCA calculation (ωB97M-V with the def2-TZVPD basis set) on C3H6N4S in the gas phase.

XYZ file:
```
14
C3H6N4S (ωB97M-V with the def2-TZVPD basis set)
H -1.5617 2.3239 -1.9815
C -2.0069 1.2720 -0.3423
N -1.7423 0.3863 0.5366
H 2.8967 -1.9655 0.6971
C 1.9219 -1.4776 0.8622
H 1.9437 -0.8013 1.7595
H -3.0168 1.7070 -0.3873
N -1.0504 1.7846 -1.2694
N 1.6182 -0.6839 -0.3409
N -0.4861 -0.1472 0.5348
H 1.2018 -2.2876 0.9840
C 0.5118 -0.1259 -0.4469
H -0.2738 -0.5871 1.3892
S 0.0439 0.6022 -1.9951
```

Output
2S+1	1
HOMO-LUMO gap	8.94	eV
E_LUMO	0.49	eV
SMILES string	C/N=C1\NN=CNS1
E_HOMO	-8.4548	eV

***

Version y
ORCA calculation (ωB97M-V with the def2-TZVPD basis set) on C3H6N4S in the gas phase.

XYZ file:
```
14
C3H6N4S (ωB97M-V with the def2-TZVPD basis set)
S -0.9499 1.5789 -0.5748
C -0.4098 1.6677 -2.4017
C -0.6609 0.0263 -0.1890
N -0.3175 -1.0121 -0.8176
N 0.4556 -0.3671 1.5504
H 0.4266 0.6411 3.3186
H -0.6940 0.6749 -2.7441
H 0.3241 -0.9082 3.4963
N 0.7545 -1.5444 1.1387
C 0.4967 -1.8830 -0.0460
N 0.0128 -0.1906 2.8435
H 0.9045 -2.8720 -0.3010
H 0.6811 1.8231 -2.5225
H -1.0238 2.3653 -2.7510
```

Output
2S+1	1
HOMO-LUMO gap	8.30	eV
E_LUMO	0.53	eV
E_HOMO	-7.7708	eV

***

Version z
ORCA calculation (ωB97M-V with the def2-TZVPD basis set) on C3H6N4S in the gas phase.

XYZ file:
```
14
C3H6N4S (ωB97M-V with the def2-TZVPD basis set)
H 1.1307 2.1161 0.4520
H -1.4211 2.3378 0.0925
N -1.4672 1.3261 -0.0600
N -0.2409 -0.6457 -0.4320
H -1.3321 -2.2758 -0.2948
N -1.5131 -1.2829 0.0702
C -0.3549 0.7232 -0.1530
H -1.4241 -1.3254 1.0968
N 1.0651 -1.1265 0.1771
H 1.5762 -1.7282 -0.5837
C 0.8922 1.1338 0.0199
C 1.8582 0.0963 0.0381
S 3.5794 0.0319 -0.0744
H -2.3484 0.6195 -0.3490
```

Output
2S+1	1
HOMO-LUMO gap	8.17	eV
E_LUMO	0.38	eV
SMILES string	Nc1cc(=S)[nH]n1N
E_HOMO	-7.7893	eV

***

Least stable of them? version y.

***

Version w
ORCA calculation (ωB97M-V with the def2-TZVPD basis set) on 10 unconnected molecules or ions with the total composition C30H70N10O10.

XYZ file:
```
120
C30H70N10O10 (ωB97M-V with the def2-TZVPD basis set)
H 8.0439 -34.3581 -1.7791
H 1.8651 -32.6322 -0.4058
H 3.3258 -32.5994 0.6182
H -1.3368 -25.3828 -9.7811
H 7.6697 -22.6817 -10.5009
N 9.6733 -33.5962 -0.9059
H 8.9750 -25.6387 -12.9350
C 9.9013 -33.1605 0.3402
H 9.2050 -22.1393 -11.0199
H 9.2453 -23.6716 -3.6270
H 9.1820 -25.0958 -9.7262
C 9.4165 -23.3396 -4.6510
N 0.0063 -24.6915 -8.3891
H 10.1436 -25.6139 -11.0241
H 1.0035 -32.0403 -5.9074
H 13.7573 -25.8193 -6.3795
C 5.7017 -28.8420 -3.6668
H 3.0284 -28.2088 -5.4807
H 3.8895 -21.5441 -0.7499
O 7.8490 -24.2128 -13.7645
H 7.8459 -22.2691 -12.2411
C 5.5773 -27.7668 -5.7366
H 12.8427 -26.4437 -4.0589
H 4.3856 -23.5657 -1.8071
O -0.8751 -31.7757 -4.4923
N 8.8149 -24.0995 -11.6160
H -2.6204 -31.1737 -5.3782
H 12.8972 -28.2626 -3.9581
N 12.4863 -27.5263 -5.8674
H 0.0924 -24.8396 -10.4573
C -0.6074 -24.5815 -9.6625
H 14.5702 -27.2668 -6.0454
H 5.1912 -26.7222 -14.9908
H 3.0996 -27.5055 -12.8514
H 4.5308 -20.7382 0.6482
C 4.9882 -27.7621 -14.7347
C 4.9946 -23.7921 -0.9319
H 2.6328 -34.9423 -2.4046
C 13.6206 -26.8993 -6.4345
H 3.5685 -22.2799 0.8291
H 6.9517 -23.7704 0.5476
C 4.3006 -21.7238 0.2435
H 0.9607 -31.1470 -7.4703
C 1.2782 -23.9894 -8.2705
O -1.7335 -25.7962 -7.4226
O 6.6861 -22.1588 1.8080
H 11.1493 -20.7739 -6.0425
N 4.9310 -28.2528 -4.7110
C 4.1098 -27.2517 -12.5302
C 11.2303 -22.0436 -3.7321
N 10.3520 -22.2230 -4.7397
H 5.1454 -28.7341 -2.7356
C 8.9488 -34.7248 -1.2946
H 3.9851 -28.0343 -15.0627
C 3.5162 -28.0829 -4.5141
H 9.3543 -20.8925 -5.9593
C 8.3339 -22.6962 -11.3650
C 6.4505 -22.8249 0.8065
H 13.7483 -27.0707 -7.5033
C 3.0109 -35.1083 0.7855
C 9.7413 -24.7052 -10.5763
H 10.5026 -32.2515 0.1839
C 2.1368 -35.1278 -1.4519
H -1.0669 -30.5229 -8.5624
H 1.1432 -34.6841 -1.5155
H -2.6612 -30.6942 -7.7784
H -1.7344 -32.0783 -8.5243
H 5.7777 -28.8214 -11.5616
H 0.1212 -25.3795 -6.4893
H 1.1259 -22.9523 -8.5693
H 5.6579 -28.3614 -15.3515
H 9.9207 -24.1201 -5.2208
C -0.5920 -25.2668 -7.3205
C -1.5624 -31.4690 -5.4539
C 9.9708 -32.7096 -1.9924
C 8.4909 -24.6614 -12.7841
N 5.3852 -22.6720 -0.1026
H 2.0833 -24.5039 -8.7952
C 12.4098 -27.3880 -4.3891
H 10.3606 -22.0107 -6.9102
H 0.4938 -32.8452 -7.3252
C 2.9113 -32.9296 -0.3343
H 11.8327 -28.0337 -7.7153
H 1.7089 -23.9413 -7.2703
O 5.0892 -27.1692 -6.6551
H 2.9467 -28.8616 -4.0066
H 3.3774 -32.5839 -1.2569
H 9.4939 -35.4577 -1.8894
O 9.5967 -33.7658 1.3135
H 6.6222 -28.3023 -3.4442
O 10.6203 -28.7643 -6.3372
H 12.0040 -21.3537 -4.1031
H 9.2622 -33.0028 -2.7669
H 8.6024 -35.4766 -0.5855
O 2.6246 -36.2717 0.9504
H 1.8307 -36.1440 -1.2032
O 6.5806 -29.6220 -13.2318
H 10.5691 -24.0274 -10.3678
H 9.9461 -31.6374 -1.7975
H 5.8482 -24.3914 -1.2483
H 4.3941 -26.2165 -12.7186
H 3.3585 -27.1283 -4.0122
H 6.6763 -27.7423 -5.6748
C -1.6893 -31.1618 -7.9360
C 0.4544 -31.8729 -6.8341
H 4.3381 -24.5470 -0.4990
N -0.9641 -31.5198 -6.7164
H 10.9043 -32.9888 -2.4810
H -1.0685 -23.6003 -9.7748
H 8.3848 -23.1481 -4.9460
H 5.6798 -29.9275 -3.7635
C 5.9082 -28.7947 -12.6545
C 10.2932 -21.4458 -5.9805
N 2.7513 -34.3793 -0.3411
H 11.4386 -27.3765 -3.8944
C 11.6085 -28.0833 -6.6385
N 5.0849 -27.9433 -13.3347
H 3.5002 -34.5121 1.5712
O 11.2022 -22.7325 -2.6447
H 4.1075 -27.0828 -11.4533
```

Output
2S+1	1
HOMO-LUMO gap	8.76	eV
E_LUMO	-0.31	eV
SMILES string	CN(C)C=O.CN(C)C=O.CN(C)C=O.CN(C)C=O.CN(C)C=O.CN(C)C=O.CN(C)C=O.CN(C)C=O.CN(C)C=O.CN(C)C=O
E_HOMO	-9.0641	eV

***

Version x
ORCA calculation (ωB97M-V with the def2-TZVPD basis set) on 10 unconnected molecules or ions with the total composition C30H70N10O10.

XYZ file:
```
120
C30H70N10O10 (ωB97M-V with the def2-TZVPD basis set)
H 5.9501 4.2444 1.4871
H -2.0601 1.5191 -3.3403
H 1.6324 3.2852 7.1382
C 2.9814 -3.6794 -0.2435
C -4.0099 -1.0658 -3.2775
C -4.0865 -2.9900 -4.7568
H -2.2053 -3.2564 -1.8010
N 2.2180 -4.6440 -1.0587
H 0.6357 0.0009 2.2782
H 0.0094 -1.1740 -1.1294
H 3.4225 -0.6865 4.7826
H -1.8079 -3.4771 1.2636
H -3.9626 -4.0275 -4.4464
N -3.3159 1.9157 1.6442
C -2.8316 -3.9619 -1.2549
H -0.4015 2.4264 0.3693
O -0.5076 2.7435 -2.7640
O -3.4100 -0.3144 -2.5190
H 5.4094 3.3928 0.0630
N -3.5099 -3.4022 -0.1044
H -2.9097 4.8554 -1.1819
N 1.2490 1.8935 5.5774
H 2.8459 4.1865 -0.3951
H 4.1517 -2.1260 4.1103
C 3.5825 4.9390 -0.6765
H -4.7820 3.4784 -2.3354
H 0.8231 -3.1732 -1.2924
C 0.0383 -0.0894 -1.0247
H -2.3361 2.3968 3.4277
O 0.7247 -1.7184 1.2064
H 0.9086 1.6851 7.6167
H 1.0947 -1.6446 -4.5087
H -4.1495 3.5290 -3.8970
H -3.2174 1.5766 -0.4592
C 2.1318 -1.4587 -4.2293
C -3.6020 1.1350 0.4601
H 4.1263 4.3265 -1.3957
H 5.3954 6.4102 1.8412
H 2.7883 -1.2660 3.3046
O -1.8574 0.5349 2.6624
N 2.3601 -2.5726 4.9326
H -3.8712 -3.0435 -5.8240
H 2.4304 -2.7455 -0.3547
O 2.7427 1.7219 3.9306
H -3.2440 -2.5893 1.7690
C 2.7222 -5.9343 -1.4135
H 3.7309 -5.6481 -1.7115
H 2.1147 -1.2712 6.5259
H -5.2424 -2.9552 0.9236
O -5.6015 -4.0236 -0.8010
C -4.2112 3.0801 1.7847
H -1.2784 4.8086 -1.8299
H -3.7841 3.8885 2.3782
H -1.8957 -2.1107 -5.3958
H 1.2150 1.2383 -4.0719
H 2.1512 -1.1939 -3.1721
H 1.1137 -2.6821 6.6302
C 1.7694 -3.6010 4.3227
H -0.0774 2.9260 6.7576
H 2.9512 -3.9795 0.8039
H 3.1159 2.9337 5.4990
C 3.2007 -1.6125 4.2521
H 0.9146 2.1614 1.4877
N 2.4372 -0.2616 -5.0057
C -2.3324 4.7410 -2.0993
C 0.3054 0.8466 5.1861
H -0.9689 0.2260 -1.2970
C 4.6307 6.3841 1.0495
H -5.0927 -1.2028 -3.1330
C -4.8692 -3.4122 -0.0060
H 4.3209 -0.8952 -5.3336
H 1.4192 1.4464 -5.8577
C 0.5778 -0.5080 1.3036
H 0.3548 0.2957 -5.2922
C -1.7176 2.4843 -2.9363
H 2.2935 -6.5609 -2.1956
N 0.3738 0.3799 0.2857
H -4.1853 2.0092 -3.0147
O 1.0174 -4.3855 4.8636
C 2.4281 2.2240 5.0138
H -3.2277 0.1181 0.5781
C 1.3171 0.7385 -5.0352
C 1.0177 -4.2217 -1.5663
O 4.0439 7.4111 0.6710
N -2.6511 3.3854 -2.6168
O 4.1012 1.1518 -5.7664
C 2.1089 -2.3453 6.3402
H 0.6978 0.3872 -1.7499
H 0.7200 0.3085 4.3337
C -3.9606 3.0720 -2.9256
N -3.4071 -1.8627 -4.1498
H 2.8755 -2.7490 7.0017
C 0.5213 1.8650 0.5153
C -2.6098 -2.8264 0.9148
N 4.4003 5.2001 0.4569
H -2.5462 5.6091 -2.7229
H -5.1640 -2.8559 -4.6616
C 3.7167 0.0234 -5.3920
H 3.2833 5.7910 -1.2871
H 1.0969 2.3534 -0.2710
H -0.6235 1.3395 4.8992
C 0.9169 2.5003 6.8932
H -4.6864 1.0655 0.3747
H 0.0906 0.1897 6.0290
H 2.7267 -6.5804 -0.5356
H -5.1256 2.7282 2.2623
H -3.5560 -4.4675 -1.8933
O 0.3228 -4.7957 -2.3892
H -2.1575 -4.7894 -1.0340
H -2.0894 -1.8977 0.6807
H -4.4095 3.7097 0.9172
H 4.4452 3.3933 1.6098
H -1.3851 -1.0787 -4.1278
H 3.9924 -3.4962 -0.6073
H 2.6744 -2.3755 -4.4596
C 5.0610 3.9700 0.9195
C -2.0271 -1.9366 -4.3278
H 2.0483 -3.7537 3.2686
H -1.5754 -2.8286 -3.8939
C -2.4532 1.6244 2.6518
```

Output
2S+1	1
HOMO-LUMO gap	9.27	eV
E_LUMO	0.24	eV
SMILES string	CN(C)C=O.CN(C)C=O.CN(C)C=O.CN(C)C=O.CN(C)C=O.CN(C)C=O.CN(C)C=O.CN(C)C=O.CN(C)C=O.CN(C)C=O
E_HOMO	-9.0299	eV

***

Least stable of them? version w.

***

Version w
ORCA calculation (ωB97M-V with the def2-TZVPD basis set) on C4H7FN2 in the gas phase.

XYZ file:
```
14
C4H7FN2 (ωB97M-V with the def2-TZVPD basis set)
H -1.8043 1.7842 0.5289
C 2.4813 -0.8925 -0.3483
C 1.3434 -0.5913 0.3492
N -2.1601 -0.1141 0.0400
H 0.4602 1.3918 0.7316
H -3.7331 1.1203 0.4102
N -0.8864 -0.4242 0.1022
H 0.6612 -1.6852 0.6761
C -2.7073 1.0007 0.4658
H 3.1710 -1.8290 -0.2027
H 0.5671 0.6682 -1.2220
C 0.2651 0.4548 0.0339
F 3.1524 0.2462 -1.0770
H -0.8105 -1.1299 -0.4880
```

Output
2S+1	1
HOMO-LUMO gap	9.57	eV
E_LUMO	0.64	eV
SMILES string	C=NNC/C=C\F
E_HOMO	-8.9242	eV

***

Version x
ORCA calculation (ωB97M-V with the def2-TZVPD basis set) on C4H7FN2 in the gas phase.

XYZ file:
```
14
C4H7FN2 (ωB97M-V with the def2-TZVPD basis set)
H -1.4229 -1.3602 1.3913
N -0.7972 -0.6625 -1.6780
F 2.2061 1.0236 1.1349
H 1.2400 0.2145 -0.5278
H 0.4366 0.9300 -1.1732
H -0.1907 0.2291 2.6184
H -1.1684 1.3370 -0.9609
C -0.1213 0.0830 1.3547
C -0.6093 0.6684 -1.5958
N -1.2112 -0.6105 0.7762
C -0.8258 -1.2458 -0.6124
H -0.6789 1.2092 -2.6377
H -1.0440 -2.2921 -0.5449
C 1.0617 0.3998 0.5089
```

Output
2S+1	1
HOMO-LUMO gap	9.38	eV
E_LUMO	0.82	eV
SMILES string	C/N=C\N/C=C/F
E_HOMO	-8.5642	eV

***

Least stable of them? version w.